*1*
34
Properties=species:S:1:pos:R:3 method="wB97M-V/def2-TZVPD" charge=0 lumo_ev=0.8 molar_mass_g_mol=223.3 smiles=Cc1c[nH]c2ccccc12.Cc1ccccc1 multiplicity=1
N 0.474 -0.537 -0.428
C -2.708 0.712 1.390
C 4.403 -1.879 -0.355
C 2.842 -0.100 -1.059
C -2.261 4.097 -1.249
C 1.780 -0.874 -0.572
C -1.592 3.998 -0.054
C 0.508 -3.931 1.128
C -3.112 1.877 -0.826
C 3.336 -2.657 0.073
C 2.045 -2.111 0.050
C 0.772 -2.541 0.592
C 4.080 -0.694 -1.077
C -1.720 2.908 0.831
C -0.145 -1.598 0.251
C -3.043 2.988 -1.625
C -2.477 1.822 0.423
H -0.543 -4.116 1.345
H -3.342 1.048 2.212
H -3.547 2.932 -2.583
H 1.040 -4.103 2.062
H -3.185 -0.151 0.907
H 0.019 0.369 -0.447
H 5.414 -2.228 -0.215
H 3.480 -3.536 0.695
H -0.819 4.711 0.229
H 4.979 -0.256 -1.497
H 0.839 -4.575 0.313
H -2.236 5.024 -1.800
H -1.405 3.008 1.858
H -1.798 0.256 1.785
H 2.753 0.842 -1.587
H -3.625 0.994 -1.192
H -1.203 -1.698 0.419

***

*2*
34
Properties=species:S:1:pos:R:3 method="wB97M-V/def2-TZVPD" charge=0 lumo_ev=0.9 molar_mass_g_mol=223.3 smiles=Cc1c[nH]c2ccccc12.Cc1ccccc1 multiplicity=1
N 1.937 2.406 -2.517
C 1.260 1.587 -3.421
C -1.452 -0.357 2.024
C -1.143 -1.509 2.746
C -2.735 -0.265 1.384
C 1.258 0.484 -1.439
C 1.959 1.686 -1.328
C 1.332 -0.395 -0.329
C 2.726 2.042 -0.201
C -3.113 -2.640 1.846
C -0.737 0.915 2.014
C -1.913 -2.648 2.525
C -3.534 -1.399 1.380
C 0.813 0.422 -2.826
C 0.046 -0.608 -3.688
C 2.135 -0.099 0.727
C 2.784 1.117 0.841
H -3.683 -3.529 1.637
H -0.614 -1.081 -2.970
H 3.538 1.184 1.627
H -0.637 0.014 -4.305
H 0.950 1.713 -4.448
H 0.691 -1.263 -0.442
H -0.278 -1.366 3.344
H -4.476 -1.286 0.865
H -1.325 1.764 2.389
H -0.052 0.960 2.892
H 3.204 2.992 0.036
H 2.785 2.900 -2.745
H -1.487 -3.561 2.962
H 0.788 -1.227 -4.149
H -0.319 1.249 1.049
H 2.336 -0.960 1.384
H -3.041 0.756 1.135

***

Stability summary - winner: *1*; margin: 0.0406 hartree.

***

*1*
15
Properties=species:S:1:pos:R:3 method="wB97M-V/def2-TZVPD" charge=-1 lumo_ev="2.5 / 2.5" molar_mass_g_mol=187.0 multiplicity=1
P -0.575 1.128 1.867
P -0.062 -1.546 -1.435
O 0.701 0.941 2.717
O 0.458 -0.291 -2.462
O -1.508 -1.225 -1.342
O -1.812 1.697 2.346
N 0.402 -0.939 1.311
N -0.843 -0.619 1.565
N -0.114 1.360 0.260
N 0.754 -0.752 0.032
H -0.934 1.391 -0.362
H 1.840 -0.807 -0.120
H 0.879 -0.128 2.206
H -1.480 -0.786 0.790
H -0.270 0.249 -2.115

***

*2*
15
Properties=species:S:1:pos:R:3 method="wB97M-V/def2-TZVPD" charge=-1 lumo_ev=2.9 molar_mass_g_mol=187.0 multiplicity=1
P -1.203 -1.649 2.860
P 0.576 1.462 -1.683
O 1.379 2.599 -2.224
O -0.200 -0.440 3.060
O 0.132 0.259 -2.472
O -1.566 -2.075 4.217
N 1.256 0.841 -0.116
N -0.828 2.128 -0.672
N 0.160 0.355 0.636
N -1.142 1.076 0.185
H -0.575 2.956 -0.159
H 1.597 1.719 0.175
H 0.043 -0.639 0.431
H 0.151 0.096 2.312
H -1.738 0.388 -0.314

***

Stability summary - winner: *2*; margin: 0.0816 hartree.

***

*1*
7
Properties=species:S:1:pos:R:3 method="wB97M-V/def2-TZVPD" charge=0 lumo_ev="-2.4 / -2.4" molar_mass_g_mol=79.0 multiplicity=1
F 2.575 -1.105 0.286
O 2.735 0.052 -0.314
O 0.907 2.452 0.175
N 0.961 1.251 -0.012
C 0.097 0.329 -0.041
H 0.109 -0.745 -0.106
H -0.902 0.636 -0.050

***

*2*
7
Properties=species:S:1:pos:R:3 method="wB97M-V/def2-TZVPD" charge=0 lumo_ev=0.9 molar_mass_g_mol=79.0 multiplicity=1
F 0.412 1.311 -0.654
O 0.880 -0.772 0.060
O -2.962 0.094 0.369
N 1.420 0.453 0.072
C -2.223 -0.535 -0.207
H 1.291 -1.249 -0.693
H 1.182 0.699 1.054

***

Stability summary - winner: *2*; margin: 0.2008 hartree.

***

*1*
25
Properties=species:S:1:pos:R:3 method="wB97M-V/def2-TZVPD" charge=0 lumo_ev="-0.8 / -0.8" molar_mass_g_mol=185.2 multiplicity=1
N 1.556 -2.962 1.255
N -2.655 -2.406 0.034
N 1.276 0.582 -0.814
C -1.377 2.056 2.554
C -1.606 -2.044 0.449
C -0.655 -0.261 1.919
C -0.417 -1.342 0.827
C 1.220 -0.494 -3.375
C -1.428 1.013 1.488
C 2.017 0.547 -3.012
C 0.685 -2.236 1.144
C 1.970 1.156 -1.748
C 0.652 -0.522 -1.124
C 0.544 -1.182 -2.341
H 1.250 -0.963 -4.376
H -0.789 1.418 0.575
H -1.836 1.564 3.466
H -1.202 -0.969 2.696
H -0.245 2.343 2.671
H 0.342 0.009 2.196
H -0.106 -1.929 -2.565
H -1.952 2.900 2.445
H 2.635 0.917 -3.790
H -2.410 0.727 1.005
H 2.533 2.078 -1.581

***

*2*
25
Properties=species:S:1:pos:R:3 method="wB97M-V/def2-TZVPD" charge=0 lumo_ev=0.1 molar_mass_g_mol=185.2 smiles="C=CCNc1ncnc2ccccc12" multiplicity=1
N -0.831 1.098 0.854
N -1.526 -0.335 -0.693
N -0.163 -2.311 -1.255
C -2.652 2.617 0.204
C 0.983 -1.658 -0.767
C 0.902 -0.350 0.090
C 2.096 -2.376 -0.836
C 3.265 -0.403 0.628
C -1.337 -1.615 -1.241
C 2.092 0.387 0.573
C 3.205 -1.853 -0.123
C -2.244 1.536 1.148
C -2.439 3.904 0.830
C -0.495 0.071 0.113
H 4.286 -0.072 1.048
H -0.087 1.611 0.907
H 2.004 -3.193 -1.436
H -2.877 0.671 1.151
H 1.975 1.251 1.205
H -2.512 4.852 0.113
H -2.165 1.974 2.091
H -2.201 -2.069 -1.916
H -2.494 4.484 1.808
H 4.051 -2.705 -0.103
H -2.594 2.468 -0.924

***

Stability summary - winner: *1*; margin: 0.0315 hartree.

***

*1*
13
Properties=species:S:1:pos:R:3 method="wB97M-V/def2-TZVPD" charge=+1 lumo_ev=-4.5 molar_mass_g_mol=91.1 smiles="[H]/N=N/[C@H]([NH3+])ON" multiplicity=1
O -0.642 0.869 0.706
N -0.656 1.495 -0.606
N 1.167 -0.442 -0.300
N -0.847 -1.409 0.147
N 1.865 0.574 -0.393
C 0.059 -0.330 0.680
H 0.264 1.947 -0.668
H -1.058 -0.879 -0.799
H 0.445 -0.523 1.723
H -0.312 -2.330 0.208
H -1.303 2.339 -0.430
H 2.720 0.351 -0.967
H -1.700 -1.661 0.700

***

*2*
13
Properties=species:S:1:pos:R:3 method="wB97M-V/def2-TZVPD" charge=+1 lumo_ev="-5.5 / -5.5" molar_mass_g_mol=91.1 multiplicity=1
O -1.135 0.008 0.980
N 0.583 0.903 0.616
N 0.526 1.549 -0.507
N -1.816 -0.085 -0.130
N 0.791 -1.436 -0.060
C 0.612 -0.379 0.875
H 1.282 -1.131 -0.887
H 0.953 -2.400 0.307
H -1.960 0.802 -0.576
H 0.466 2.602 -0.371
H 0.617 -0.659 1.958
H 0.605 1.090 -1.474
H -1.525 -0.866 -0.730

***

Stability summary - winner: *1*; margin: 0.0338 hartree.